A structure of composition C13H28N2O9S3, computed with ωB97M-V/def2-TZVPD.

Geometry (Å):
1 N 1.597570 -1.111558 3.166373
2 C 0.457727 -0.458723 2.507056
3 C 0.098913 -1.073046 1.147814
4 C 1.284789 -1.506359 0.275889
5 C 2.014096 -0.407141 -0.490467
6 N 2.961745 -0.935005 -1.456538
7 O 2.791578 0.420422 0.408449
8 S 2.565590 1.966316 0.081498
9 O 1.516542 2.455303 0.916814
10 O 3.804302 2.643413 0.043615
11 O 2.014117 1.749028 -1.376308
12 C 1.123473 0.594432 -1.267829
13 O 0.803062 0.199021 -2.541853
14 H 2.413840 -1.074589 2.566020
15 H 1.850256 -0.552285 3.974027
16 H -0.398792 -0.585144 3.167934
17 H 0.597277 0.617492 2.390346
18 H -0.454593 -0.305559 0.602612
19 H -0.584291 -1.915642 1.259969
20 H 2.044303 -2.026848 0.863611
21 H 0.935283 -2.223218 -0.468678
22 H 3.809430 -1.222388 -0.986179
23 H 2.552372 -1.706051 -1.967368
24 H 0.251498 0.957901 -0.724401
25 H -0.092713 -0.157718 -2.527628
26 C -1.761203 4.951057 3.558393
27 C -2.474113 4.762723 4.905825
28 C -2.482320 3.259896 5.212938
29 S -1.030634 2.580517 4.392680
30 O -1.456956 1.679574 3.352907
31 O -0.066477 2.148070 5.372274
32 C -0.493393 4.107080 3.632285
33 H -1.529117 5.997212 3.365093
34 H -2.398058 4.592514 2.746882
35 H -1.926655 5.295935 5.685323
36 H -3.487587 5.160888 4.886328
37 H -2.408802 3.039579 6.274725
38 H -3.351990 2.760276 4.790604
39 H -0.046186 3.875289 2.667215
40 H 0.250001 4.553769 4.292145
41 C -1.112215 -4.565625 -5.700708
42 C -0.317790 -3.350400 -6.200593
43 C -0.577024 -2.199182 -5.220785
44 S -0.926558 -2.971245 -3.634052
45 O -2.284270 -2.673111 -3.257925
46 O 0.156294 -2.700108 -2.716935
47 C -0.830084 -4.663445 -4.204805
48 H -0.823112 -5.479300 -6.217185
49 H -2.179814 -4.408448 -5.867323
50 H 0.746839 -3.590399 -6.214406
51 H -0.603371 -3.069345 -7.212720
52 H 0.280857 -1.541140 -5.099539
53 H -1.455831 -1.618173 -5.494139
54 H -1.550070 -5.260830 -3.650572
55 H 0.182264 -5.015683 -4.008707

Force components x, y, z for each atom (eV/Å):
0.05 0.00 -0.16
0.04 -0.15 0.13
0.30 0.19 -0.03
-0.19 0.25 0.13
0.12 -0.65 -0.54
0.07 0.26 0.16
-0.22 0.18 0.12
0.04 0.02 0.19
0.01 0.01 -0.01
0.16 -0.02 -0.11
-0.29 -0.04 -0.04
0.15 0.54 -0.04
0.03 -0.06 -0.03
0.01 0.10 0.01
-0.08 -0.12 0.11
-0.02 0.12 -0.05
0.10 -0.05 -0.06
-0.26 -0.15 0.08
0.14 -0.09 0.10
-0.06 -0.08 -0.02
0.00 0.09 -0.07
-0.04 -0.14 0.03
0.03 -0.03 -0.02
-0.03 -0.27 0.13
0.05 0.01 0.01
-0.04 -0.05 0.04
0.03 -0.02 -0.03
-0.12 0.19 0.07
0.19 0.10 -0.02
-0.25 0.04 0.05
-0.02 -0.10 -0.01
-0.03 0.18 -0.09
-0.01 0.00 0.00
0.02 0.00 -0.01
0.02 -0.01 0.00
0.00 0.00 0.01
0.03 -0.07 -0.02
0.05 -0.05 -0.05
0.03 -0.10 0.04
0.01 -0.03 0.02
-0.01 0.08 -0.01
-0.01 -0.03 0.04
0.10 -0.01 -0.21
0.12 -0.13 -0.20
0.02 0.08 0.11
-0.11 0.03 0.13
-0.03 -0.14 -0.13
0.00 0.00 0.00
0.00 -0.02 0.01
0.00 0.00 0.02
0.01 0.00 0.00
-0.03 0.03 0.08
-0.04 -0.02 0.07
0.00 0.06 0.07
0.01 0.03 0.03

Properties
E_tot (hartree): -2493.3470
Net charge: 0
Orbital gap (eV): 9.07
F_max (eV Å⁻¹): 0.85
Molar mass (g/mol): 452.6
HOMO level (hartree): -0.317

How is the electron density shared among the atoms? According to natural (NBO), the charges in e are:
1. N -0.842
2. C -0.222
3. C -0.407
4. C -0.457
5. C 0.378
6. N -0.850
7. O -0.709
8. S 2.571
9. O -0.941
10. O -0.888
11. O -0.681
12. C 0.323
13. O -0.679
14. H 0.341
15. H 0.363
16. H 0.203
17. H 0.185
18. H 0.194
19. H 0.215
20. H 0.221
21. H 0.244
22. H 0.376
23. H 0.383
24. H 0.182
25. H 0.491
26. C -0.406
27. C -0.402
28. C -0.675
29. S 2.173
30. O -0.950
31. O -0.944
32. C -0.678
33. H 0.226
34. H 0.215
35. H 0.209
36. H 0.224
37. H 0.252
38. H 0.246
39. H 0.275
40. H 0.239
41. C -0.407
42. C -0.402
43. C -0.680
44. S 2.167
45. O -0.938
46. O -0.967
47. C -0.672
48. H 0.230
49. H 0.218
50. H 0.213
51. H 0.230
52. H 0.262
53. H 0.250
54. H 0.260
55. H 0.242